16
Properties=species:S:1:pos:R:3 method="wB97M-V/def2-TZVPD" multiplicity=2 e_tot_ev=-6265.12463 total_charge=0 e_above_lowest_kcal_mol=58.9 gap_ev="3.712 / 7.842" lumo_ev="0.38 / 0.30"
C -1.14788 1.28737 1.93128
N -1.78064 0.57235 1.00169
H -1.67736 1.91794 2.64874
H -0.12567 1.07060 2.22011
H 0.61956 0.78238 -0.10776
H -2.77768 0.53766 1.18015
C 0.50662 -1.31114 0.15951
N 0.39095 -0.09396 -0.64419
C 1.11792 -0.00739 -1.94743
H 1.53451 -1.36510 0.50312
H 0.18441 -2.17729 -0.41717
H -0.20298 -1.26463 0.98115
H -0.58134 0.11804 -0.84935
H 2.02474 -0.61411 -1.86245
H 0.48749 -0.46712 -2.69072
H 1.42737 1.01441 -2.10669

=====

16
Properties=species:S:1:pos:R:3 method="wB97M-V/def2-TZVPD" multiplicity=2 e_tot_ev=-6265.88610 total_charge=0 e_above_lowest_kcal_mol=41.4 gap_ev="4.280 / 10.457" lumo_ev="0.98 / 0.79"
N -0.64142 0.26715 1.76113
C 0.64526 0.77075 1.10914
C 0.43628 0.68714 -0.40603
N 0.27890 -0.73316 -0.71467
C -0.52276 -0.98373 -1.92841
H -0.93539 -0.46512 1.08237
H -0.48787 -0.14534 2.71089
H -1.34425 1.03233 1.86344
H 0.86222 1.74823 1.52990
H 1.44144 0.14893 1.53698
H -0.48963 1.21330 -0.64396
H 1.25524 1.16116 -0.97694
H 1.12657 -1.27295 -0.64782
H -0.71178 -2.05464 -2.04540
H -0.10195 -0.62770 -2.86511
H -1.51831 -0.68410 -1.59370

=====

16
Properties=species:S:1:pos:R:3 method="wB97M-V/def2-TZVPD" e_tot_ev=-6261.21051 total_charge=+1 e_above_lowest_kcal_mol=54.7 gap_ev=11.373 lumo_ev=-3.41
C 0.09763 1.52742 2.43606
N 0.62561 0.55057 1.36934
H 0.43286 1.36373 3.47145
H 0.58650 2.47109 2.15358
H -1.00932 1.57761 2.26270
H 0.68977 0.41885 -0.43371
H 0.49172 -0.36351 1.86256
H 1.66495 0.58581 1.48276
C -1.10609 -1.77924 -1.06825
C -0.16484 -1.09167 -1.81439
N 0.24818 0.30253 -1.41914
H -1.65823 -1.49112 -0.17207
H -1.08529 -2.86369 -1.22256
H 0.10860 -1.33205 -2.78741
H -0.38692 1.04426 -1.70824
H 1.08857 0.67831 -1.88099

=====

16
Properties=species:S:1:pos:R:3 method="wB97M-V/def2-TZVPD" e_tot_ev=-6262.85171 total_charge=+1 e_above_lowest_kcal_mol=16.8 gap_ev=10.048 lumo_ev=-4.52
C -1.71627 1.80923 -0.47101
C -1.13140 3.02463 -1.20423
H -1.13550 1.51901 0.40527
H -1.78552 0.95027 -1.14095
H -2.70185 2.09269 -0.10601
H -0.09708 2.85802 -1.50184
H -1.75925 3.25800 -2.05650
H -1.18308 3.88780 -0.54271
N 1.25870 -1.43449 0.16815
C 1.13424 -2.32694 1.10712
N 1.91690 -3.38229 1.23096
H 1.94269 -1.59972 -0.56806
H 0.81222 -0.53270 0.26813
H 0.27234 -2.28266 1.76987
H 1.85889 -3.85733 2.12215
H 2.31398 -3.98350 0.51966

=====

16
Properties=species:S:1:pos:R:3 method="wB97M-V/def2-TZVPD" e_tot_ev=-6260.46518 total_charge=+1 e_above_lowest_kcal_mol=71.9 gap_ev=7.778 lumo_ev=-5.96
C -2.81041 -0.61283 0.24554
N -1.61898 0.14964 -0.31612
H -3.54802 0.09642 0.58627
H -2.40972 -1.24969 1.04578
H -3.31080 -1.29732 -0.44970
H -1.85717 1.11600 -0.11493
H 0.58629 -0.31108 0.37488
H -1.76890 -0.05073 -1.30048
C 2.20482 1.08559 0.74035
C 1.96946 -0.66062 -0.96229
N 1.41841 0.09209 -0.07010
H 2.03955 2.13324 0.52852
H 1.94637 0.78420 1.76567
H 3.25806 0.80438 0.77902
H 1.58339 -1.68696 -0.89029
H 2.31766 -0.39232 -1.96210

=====

16
Properties=species:S:1:pos:R:3 method="wB97M-V/def2-TZVPD" e_tot_ev=-6262.53550 total_charge=+1 e_above_lowest_kcal_mol=24.1 gap_ev=10.467 lumo_ev=-4.22
C -0.22284 -0.11666 -2.22585
N -0.76065 0.80359 -1.19705
H -0.70590 -1.08454 -2.10349
H 0.84522 -0.19529 -2.09845
H -0.49061 0.20332 -3.22621
H -1.76401 0.91535 -1.27598
H -0.36903 0.39981 0.23475
H -0.32703 1.71277 -1.31522
C 0.42691 -1.33384 1.28015
C 0.49244 0.96868 2.03426
N 0.19589 0.09270 1.17731
H 1.39643 -1.54661 1.69671
H -0.27372 -1.83400 1.94640
H 0.34706 -1.77507 0.29774
H 0.28079 2.00981 1.77790
H 0.92905 0.77999 2.99703

=====

16
Properties=species:S:1:pos:R:3 method="wB97M-V/def2-TZVPD" e_tot_ev=-6263.00475 total_charge=+1 e_above_lowest_kcal_mol=13.3 gap_ev=10.565 lumo_ev=-4.17
C -2.43020 -0.15179 0.92225
C -1.10297 -0.80560 1.28591
H -2.41386 0.89096 1.23355
H -2.69561 -0.22066 -0.13112
H -3.27981 -0.62654 1.41014
H -0.77737 -1.53327 0.52687
H -1.12226 -1.42145 2.18442
H -0.22410 -0.16369 1.38648
N 1.30896 -0.12198 -1.99671
C 2.07016 0.23387 -0.98957
N 1.89568 1.30336 -0.25454
H 0.49174 0.39823 -2.25570
H 1.70111 -0.73607 -2.68947
H 2.84803 -0.44747 -0.66282
H 2.64750 1.53215 0.39100
H 1.08300 1.86997 -0.36067

=====

16
Properties=species:S:1:pos:R:3 method="wB97M-V/def2-TZVPD" e_tot_ev=-6263.45427 total_charge=+1 e_above_lowest_kcal_mol=2.9 gap_ev=10.314 lumo_ev=-3.87
C -0.63584 0.77960 -0.76348
C 1.37076 -0.74910 -0.90432
C -0.08636 -0.54988 -0.81933
N -0.86057 -1.58925 -0.67953
N -0.14006 1.17828 2.02153
H -0.50360 1.06039 0.32801
H -0.06928 1.50485 -1.33875
H -1.69448 0.82954 -0.99770
H 1.77177 -0.27693 -1.80065
H 1.65080 -1.80002 -0.90138
H 1.84837 -0.25218 -0.05551
H -0.48639 -2.52915 -0.63050
H -1.86644 -1.49238 -0.59939
H 0.25697 2.11304 2.07760
H 0.47231 0.56656 2.54863
H -1.02797 1.20663 2.51478

=====

16
Properties=species:S:1:pos:R:3 method="wB97M-V/def2-TZVPD" e_tot_ev=-6255.88195 total_charge=+1 e_above_lowest_kcal_mol=177.6 gap_ev=5.154 lumo_ev=-9.12
C -0.65471 -0.84535 1.17917
N -1.84539 -1.42043 0.49816
C -0.30802 0.48091 0.37949
N 0.88373 0.44390 -0.39695
C 1.48322 1.62209 -0.99733
H -0.85939 -0.50200 2.19798
H 0.21316 -1.49635 1.22402
H -1.30856 -1.67920 -0.39303
H -2.06377 -2.25138 1.04976
H -1.20722 0.74925 -0.21193
H -0.22519 1.25059 1.14846
H 0.96769 -0.49209 -0.89124
H -0.02895 -1.62374 -1.27195
H 1.47303 1.56937 -2.08887
H 0.92148 2.52540 -0.70196
H 2.55888 1.66904 -0.72377

=====

17
Properties=species:S:1:pos:R:3 method="wB97M-V/def2-TZVPD" multiplicity=2 e_tot_ev=-8314.44740 total_charge=0 e_above_lowest_kcal_mol=13.5 gap_ev="5.867 / 9.578" lumo_ev="0.92 / 0.89"
C 1.52019 1.84752 -1.69466
C 1.81820 0.38690 -1.46911
N -1.47272 -0.62455 0.08909
C -0.35300 0.09787 -0.28374
N 0.62134 -0.42745 -1.07834
H 1.42716 2.40543 -0.76020
H 0.71821 1.91650 -2.46342
H 2.37956 2.23716 -2.20364
H 2.65412 -0.05175 -0.79098
H 2.05670 -0.05546 -2.44062
H -1.52099 -1.39128 0.74003
H -2.30230 -0.20871 -0.28540
H -0.30727 1.17478 -0.01662
H 0.49207 -1.39677 -1.32180
H -1.99198 -2.27570 4.21633
H -3.15484 -2.03301 5.20267
O -2.58445 -1.60148 4.56041

=====

17
Properties=species:S:1:pos:R:3 method="wB97M-V/def2-TZVPD" e_tot_ev=-8310.30526 total_charge=+1 e_above_lowest_kcal_mol=34.3 gap_ev=9.279 lumo_ev=-3.06
C -1.01560 -0.30572 -1.73948
C -0.07344 -0.08189 -0.59377
C 0.28029 -0.94677 0.36713
N -0.03568 -2.26621 0.33248
N 0.42808 1.32937 -0.49776
H -0.60931 -0.00495 -2.70115
H -2.02210 0.00787 -1.46795
H -1.16544 -1.38014 -1.79211
H 0.61976 -0.59861 1.32380
H -0.21444 -2.78238 -0.51333
H 0.28174 -2.92506 1.02466
H -0.24754 2.01877 -0.84274
H 1.13766 1.33354 -1.21626
H 0.69006 1.66731 0.45823
H 1.22102 1.14097 2.76173
H 0.08968 2.13221 2.86491
O 0.63527 1.66171 2.23161

=====

17
Properties=species:S:1:pos:R:3 method="wB97M-V/def2-TZVPD" e_tot_ev=-8308.65848 total_charge=+1 e_above_lowest_kcal_mol=72.3 gap_ev=11.728 lumo_ev=-3.09
C 0.17622 -0.75498 2.73458
C 0.65502 -0.56254 1.28301
O 0.02675 0.04401 0.44826
N 1.88935 -1.14681 1.07293
H -0.10255 -1.74584 3.21193
H -0.78362 -0.15773 2.93794
H 2.20521 -1.53460 0.20360
H 2.09335 -1.75495 1.83657
H 0.81303 -0.10574 3.36295
C -0.65979 0.90175 -2.86285
N -1.02865 1.00559 -1.40600
H -1.58613 1.99764 -1.24286
H -1.58068 0.17675 -1.05186
H -0.33673 1.11694 -0.41122
H -0.30557 1.73185 -3.16618
H -1.47506 0.65646 -3.82040
H -0.00016 0.13220 -3.13040

=====

17
Properties=species:S:1:pos:R:3 method="wB97M-V/def2-TZVPD" e_tot_ev=-8309.70327 total_charge=+1 e_above_lowest_kcal_mol=48.2 gap_ev=10.718 lumo_ev=-3.32
N 0.74795 -1.05945 1.89406
C -0.23466 -1.98460 1.42265
O -1.22419 -1.45458 0.45926
H 1.50443 -0.91486 1.24098
H 0.34598 -0.15190 2.11125
H 0.23757 -2.80633 0.89186
H -0.79724 -2.37711 2.26556
H -1.98916 -1.18728 0.97858
C 0.51892 1.56865 -0.87756
C 0.12494 2.64887 -1.52349
N 0.02125 0.24008 -1.24645
H 1.20300 1.58328 -0.04397
H 0.51501 3.62246 -1.26582
H -0.61943 2.61400 -2.31039
H -0.72410 0.29650 -1.94073
H 0.75545 -0.34579 -1.65314
H -0.38574 -0.29192 -0.40262

=====

19
Properties=species:S:1:pos:R:3 method="wB97M-V/def2-TZVPD" e_tot_ev=-21194.30272 total_charge=+1 e_above_lowest_kcal_mol=9.5 gap_ev=9.552 lumo_ev=-3.09
N -2.21697 -0.79530 -2.22146
C -0.93164 -0.69846 -1.73844
O -0.45457 0.62010 -1.78592
O -0.24959 -1.58270 -1.27567
H -2.79239 0.02430 -2.14062
H -2.67937 -1.65914 -2.07258
H -0.98585 1.06855 -2.43832
C 1.59342 0.17294 1.31095
C 0.12352 0.49760 1.57141
S -0.03614 1.02174 3.38256
N 1.68469 -0.12275 -0.12233
H 1.83799 -0.75476 1.82727
H 2.31513 0.94444 1.57953
H -0.46777 -0.44394 1.46731
H -0.26234 1.25149 0.87849
H -1.39833 1.08700 3.29670
H 2.54918 -0.54524 -0.47842
H 1.43355 0.70979 -0.67578
H 0.93747 -0.79565 -0.36468